Record 1
The following is a quantum chemistry calculation of a molecular structure, C27H26Cl2N5OP2PdS at a distorted geometry, from the OMol25 dataset.

Element x y z (Å)
C: 3.8344 2.3888 -0.7719
H: 1.8183 -2.4910 -0.6466
H: 1.4076 -1.0537 -3.1815
C: 2.5575 1.7533 -1.0221
C: 0.5946 -1.7761 -3.2439
H: 0.8244 -2.6863 -2.6973
C: 3.7797 1.4280 1.4456
H: 1.9998 0.2130 1.7839
H: -1.1753 3.0210 -1.4488
H: -1.0253 0.6777 -3.9562
S: -1.5110 -3.6707 6.1469
H: -3.3020 0.6070 1.0715
Cl: 5.8232 4.1268 -1.4288
C: -1.1779 -0.6513 3.8631
H: -3.8506 0.0811 -2.8868
H: -3.1317 1.6272 -3.3763
N: 0.6074 -1.6837 0.8421
P: -2.3181 0.9362 -1.1012
P: -0.8497 -1.1430 -2.3788
C: 2.5637 0.8454 1.1359
H: -0.9228 2.4420 1.6135
C: -1.8175 0.5278 4.2666
C: -1.7218 1.6676 3.4432
N: -1.7921 -2.1129 5.7753
C: 3.7443 3.5067 -2.9831
N: 1.9944 1.0867 -0.0479
C: -1.9666 -2.5911 -2.2503
C: -1.0903 1.5560 2.2369
Cl: 1.7565 3.1631 -4.7449
H: -2.1381 3.1630 0.0645
H: -4.0777 -0.4449 -0.0815
H: -2.2980 0.5468 5.2551
C: 4.4650 2.1261 0.4549
C: 1.0056 -4.0656 2.2818
H: -2.1270 -2.8944 -1.2128
C: 2.5259 2.9527 -3.2205
H: 1.9936 -4.7142 0.4067
H: 1.0023 -4.9827 2.8859
C: 1.3395 -2.6967 0.3441
C: -1.0736 -1.8801 4.6430
H: 4.2716 4.1352 -3.7243
C: -2.1223 2.7280 -0.9524
H: -1.5919 -3.4431 -2.8409
H: -2.9505 3.1953 -1.4945
H: -2.9920 -2.3246 -2.5705
C: 0.1602 -1.8007 2.1200
H: -4.4893 1.2447 -0.1681
H: -2.2374 2.5815 3.7044
C: 1.5268 -3.9128 0.9862
N: -0.6012 0.3967 1.7634
C: -2.9292 0.6803 -2.8274
Pd: -0.4264 -0.1513 -0.2552
H: 4.1481 1.3478 2.5058
C: -0.4271 -3.0175 4.1190
C: 1.7992 2.1252 -2.2544
C: 4.3634 3.2735 -1.7785
C: -0.4893 -0.6360 2.6318
C: -1.7828 -0.0177 -3.5606
H: 5.5066 2.4246 0.5551
H: 0.2961 -2.1159 -4.2672
N: -0.5506 -4.1000 4.8745
C: 0.3439 -2.9962 2.8770
O: 0.6705 1.6799 -2.5013
H: -2.1129 -0.7486 -4.2816
C: -3.6543 0.5466 0.0606

## Properties
2S+1 = 5
HOMO level (alpha / beta) = -0.5162 / -0.6269 Eh
⟨S²⟩ = 6.09
total charge = +3
relative energy (zero: lowest compared OMol25 entry of this formula, charge and spin) = 0.0 kcal/mol
HOMO-LUMO gap (alpha / beta) = 4.5326 / 4.6011 eV

Record 2
The following is a quantum chemistry calculation of a molecular structure, C27H26Cl3CoGeN3O3Se at a distorted geometry, from the OMol25 dataset.

Element x y z (Å)
N: 0.3527 -0.0558 2.4060
H: -3.3972 0.5729 4.1591
C: -2.8745 -1.8130 -0.4771
H: 0.7510 1.5745 5.9290
O: -5.5867 0.8507 4.2941
C: -0.5439 0.6253 4.4718
C: -1.3722 -2.4325 -2.0548
Cl: 5.0074 -5.9728 0.0653
C: 2.7853 -4.4749 0.5198
C: 0.6423 1.0751 4.9554
O: 2.0546 -1.0132 0.0025
N: -1.9951 -0.7816 1.4215
C: -5.8490 0.3128 3.1675
C: -1.5920 1.8708 -1.1412
H: 2.2816 0.0213 2.2122
H: 2.0323 5.6352 -3.1317
Se: 0.0353 0.7870 -1.2928
H: -5.2876 -0.9413 0.6690
C: -3.2710 0.1026 3.2001
C: 4.1373 -4.5319 0.0762
C: 3.8811 3.1736 -2.6912
H: 1.8694 5.5359 -1.4491
Co: -0.2052 -0.8917 0.4866
C: -2.0616 -0.1711 2.6163
C: 2.0982 -3.2981 0.3949
H: -1.9833 -3.4987 -3.6990
C: 4.7680 -3.3511 -0.4090
C: 4.0947 -2.1433 -0.3727
Cl: 4.7376 -0.7221 -1.0059
Ge: 1.9707 3.2343 -2.4838
O: -6.8195 0.1401 2.3721
H: -1.4577 0.8545 5.0437
C: -3.1275 -1.0878 0.7861
H: 4.5407 3.8685 -2.1783
C: -2.3511 -3.0987 -2.7821
H: 2.1398 1.8258 -0.1606
H: 2.7799 0.9517 4.4108
H: 0.7746 2.9582 -0.2645
N: -1.6252 -1.7427 -0.9079
C: -3.6512 -3.1601 -2.2874
C: -4.3911 -0.7407 1.2449
C: -0.7348 0.0886 3.2187
H: -4.9029 -2.5189 -0.6671
H: -0.3452 -2.3783 -2.4553
H: -1.5980 2.5960 -1.9452
H: -2.4714 1.2137 -1.3391
C: 1.7514 0.7167 4.2018
H: 3.9630 3.4980 -3.7626
H: 1.3341 1.5031 -4.3125
H: 0.1305 2.7666 -4.1595
C: 1.3384 2.2187 -0.8822
C: 1.2194 2.5370 -4.1349
H: 2.3724 -5.3649 0.9124
C: 2.6957 -2.0274 0.0098
C: -3.8884 -2.5416 -1.1104
Cl: 0.4192 -3.3237 0.8294
H: 0.4084 5.2503 -2.4656
C: 1.5230 0.2176 2.9303
C: -4.4811 -0.1522 2.5424
H: 5.7452 -3.3666 -0.8539
C: 1.5085 5.0902 -2.3888
H: 4.2101 2.1386 -2.5186
H: 1.7030 3.1828 -4.8824
H: -1.7719 2.3136 -0.1549
H: -4.4209 -3.7052 -2.7273

## Properties
2S+1 = 5
HOMO level (alpha / beta) = -0.3649 / -0.3648 Eh
⟨S²⟩ = 6.04
total charge = +1
relative energy (zero: lowest compared OMol25 entry of this formula, charge and spin) = 0.0 kcal/mol
HOMO-LUMO gap (alpha / beta) = 6.5156 / 3.6212 eV

Record 3
The following is a quantum chemistry calculation of a molecular structure, C27H26Cl3IN6O4PdS3, from the OMol25 dataset.

Element x y z (Å)
H: 3.6051 1.9435 3.4667
C: 3.7179 2.3040 -2.6360
O: -0.5398 2.6601 5.0870
H: -1.0653 -6.4849 -2.0678
I: -1.8598 2.7871 -3.0134
H: -0.2641 -4.4636 2.9509
H: -0.6551 2.6711 4.0555
C: -1.0604 -2.3668 -3.1824
H: -0.9682 0.0121 2.0579
S: 1.9135 2.3663 -2.0994
C: 3.4864 1.8869 5.6243
S: 4.0952 2.1209 0.0112
H: -3.0421 5.2711 -1.0678
O: -0.2226 2.5780 2.6315
C: 4.4957 1.4767 -1.6381
H: -3.1446 -3.4910 -0.6726
H: -1.2226 4.0899 1.5395
O: -0.1170 5.5720 -0.1375
N: -1.5621 0.4318 0.0493
H: 0.2438 -5.3088 -1.8721
C: -1.4133 -0.3756 1.1518
C: -2.1365 -0.2960 -0.8579
H: 0.6044 2.3627 7.3649
C: 1.0487 2.4204 2.7146
H: 4.1822 0.4317 -1.6841
H: 4.5408 1.6815 5.7712
C: 1.6214 2.2916 4.1173
C: -1.4501 -3.2386 -2.0059
C: -1.8821 -1.6323 0.8797
N: -2.3148 -1.5849 -0.4360
H: 4.1041 3.3255 -2.6666
C: -0.8139 -5.5062 -1.6642
H: -0.6227 -3.1669 -1.2976
C: -0.6646 -4.9147 2.0546
C: -0.2703 -0.5899 -5.1829
C: -1.0324 -5.4993 -0.1719
H: 0.6351 -4.1889 0.5114
Cl: -3.2434 -7.1263 -0.2867
C: 2.3652 2.3102 -0.3940
N: 1.9422 2.3269 1.7756
C: 0.7670 2.4120 5.2336
H: -1.7130 -1.5797 -6.4213
Cl: 0.2131 0.4969 -6.4526
O: -1.6330 -4.6021 -2.3765
Cl: -2.9623 -3.4905 -4.8353
C: 0.3075 -0.4906 -3.9336
H: -2.3833 0.0492 -1.8561
H: -1.9141 -2.5434 1.4564
C: -2.0503 -6.1360 0.4532
C: 2.6316 2.0040 6.7180
H: 0.3616 -1.3131 -1.9737
C: 2.9711 2.0318 4.3412
N: -1.8573 4.7498 1.0945
H: 3.0160 1.8865 7.7271
C: 1.2849 2.2632 6.5263
N: 1.4479 2.3769 0.4832
H: 5.5809 1.5295 -1.7666
C: -1.2459 -1.5312 -5.4475
S: -2.0611 -5.8921 2.1407
H: -2.7871 4.3827 0.9774
C: -1.3036 5.3454 -0.0326
C: -0.2286 -4.7846 0.7815
H: -1.7522 5.9480 -1.8500
C: -0.0836 -1.3964 -2.9603
Pd: -0.3811 2.6457 -0.7832
H: 1.0269 0.2868 -3.7072
N: -2.2178 5.8447 -0.9605
H: -3.4535 -2.3625 -1.9961
H: 3.7378 1.8766 -3.6423
C: -1.6458 -2.3993 -4.4425
C: -2.7064 -2.6949 -1.2751

## Properties
2S+1 = 1
HOMO level = 0.0046 Eh
total charge = -2
relative energy (zero: lowest compared OMol25 entry of this formula, charge and spin) = 7.7 kcal/mol
HOMO-LUMO gap = 3.0334 eV

> What is the formula in the third record?

C27H26Cl3IN6O4PdS3